No. 1
Here is a 2-piece molecular cluster, C6H14N3 overall at a distorted geometry from OMol25. Energies are from wB97M-V/def2-TZVPD.

Each line ends with the Mulliken charge.
Positions of all 23 atoms, in Å:
C (0.5175, -2.4694, -0.7555)  -0.407
C (-0.4057, 2.0373, 0.0459)  -0.934
C (0.9432, 1.5747, -0.4085)  -0.253
C (-1.4732, 1.0826, -0.3968)  -0.502
C (2.4659, -0.1954, 0.5497)  -1.031
C (-2.0664, -1.2535, 0.4046)  -0.946
N (1.1265, 0.2325, 0.0875)  0.765
N (-1.0364, -0.2361, 0.1660)  0.263
N (0.2182, -0.5655, 0.3485)  -0.535
H (1.2936, -3.1907, -0.4437)  0.211
H (0.9875, -1.9792, -1.6056)  0.181
H (-0.3890, 2.0105, 1.1647)  0.401
H (-0.4535, 3.1160, -0.2389)  0.385
H (0.8866, 1.6698, -1.5279)  0.261
H (1.6722, 2.2882, 0.2636)  0.248
H (-2.4130, 1.5130, 0.0981)  0.366
H (-1.7110, 0.9834, -1.4460)  0.365
H (2.9866, 0.6805, 1.1048)  0.357
H (2.3336, -0.9684, 1.3214)  0.394
H (3.1374, -0.4416, -0.3139)  0.332
H (-3.0677, -0.9239, 0.2093)  0.361
H (-1.9341, -2.1725, -0.2925)  0.320
H (-1.9081, -1.7007, 1.3203)  0.397

LUMO level (alpha / beta) = -4.687 / -4.787 eV
Frontier orbital gap (alpha / beta) = 7.97 / 8.03 eV
Charge = +1
HOMO energy (alpha / beta) = -0.465 / -0.471 Eh

No. 2
Here is a 2-piece molecular cluster, C4H14N2 overall at a distorted geometry from OMol25. Energies are from wB97M-V/def2-TZVPD.

Each line ends with the Mulliken charge.
Positions of all 20 atoms, in Å:
C (-1.5443, -1.9032, -0.0547)  -1.017
N (-0.6040, -1.1520, -0.9051)  -0.230
C (-1.1547, -1.0756, -2.2720)  -0.878
H (-2.4824, -1.3617, 0.0739)  0.333
H (-1.7841, -2.8950, -0.4607)  0.369
H (-1.0902, -2.0189, 0.9250)  0.306
H (0.1861, -1.7878, -0.9842)  0.247
H (-1.1079, -2.0282, -2.8043)  0.291
H (-0.6005, -0.3390, -2.8610)  0.269
H (-2.1860, -0.7311, -2.2086)  0.306
C (0.7636, 0.9198, 2.1689)  -0.863
N (0.7653, 1.1564, 0.7260)  -0.214
C (1.7359, 2.1515, 0.3119)  -0.896
H (0.8210, 1.8812, 2.6747)  0.361
H (-0.1915, 0.4701, 2.4510)  0.256
H (1.5504, 0.2513, 2.5351)  0.285
H (0.9948, 0.2977, 0.2451)  0.133
H (1.7709, 2.1034, -0.7824)  0.316
H (2.7650, 2.1001, 0.6937)  0.305
H (1.3742, 3.1650, 0.5285)  0.322

LUMO level = 1.031 eV
Frontier orbital gap = 9.44 eV
HOMO energy = -0.309 Eh
Structure (SMILES) = CNC.CNC

No. 3
Here is C19H37NPdS3Si3 as an isolated structure from OMol25. Energies are from wB97M-V/def2-TZVPD.

Each line ends with the Mulliken charge.
Positions of all 64 atoms, in Å:
Pd (-0.0487, 0.8236, 0.8340)  -0.219
S (1.8071, 1.0453, 5.4078)  -0.513
C (0.6898, 1.3203, 4.1550)  -0.122
S (1.1974, 0.4678, 2.6756)  -0.220
S (-0.7759, 2.1321, 4.3034)  -0.460
C (-1.0052, -2.1499, 3.0258)  -1.111
Si (0.0819, -2.5917, 1.5449)  0.375
C (1.8250, -3.0061, 2.1354)  -1.094
C (-0.5552, -4.3165, 0.9905)  -1.263
C (0.0415, -1.4413, 0.1171)  0.886
Si (1.5446, -1.0391, -0.8249)  0.767
C (3.1494, -0.5649, 0.0440)  -1.095
C (1.2596, 0.2052, -2.2313)  -0.787
C (2.1130, -2.5915, -1.8035)  -1.219
Si (-1.5214, -1.3366, -0.7466)  -0.208
C (-1.6834, -2.5499, -2.2097)  -1.312
C (-3.0628, -1.6217, 0.3097)  -1.271
C (-1.9301, 0.3871, -1.4676)  0.438
C (-2.3824, 0.6694, -2.7573)  -0.395
C (-2.7708, 1.9583, -3.0809)  -0.430
C (-2.7182, 2.9446, -2.1053)  -0.630
C (-2.2393, 2.6003, -0.8531)  -0.756
N (-1.8452, 1.3662, -0.5438)  0.110
H (-0.4325, -2.2117, 3.9536)  0.385
H (-1.8634, -2.8255, 3.0953)  0.365
H (-1.3649, -1.1215, 2.9603)  0.190
H (1.7716, -3.8621, 2.8164)  0.372
H (2.2892, -2.1731, 2.6622)  0.311
H (2.4592, -3.2912, 1.2927)  0.252
H (-0.5677, -5.0168, 1.8324)  0.318
H (0.1057, -4.7259, 0.2199)  0.270
H (-1.5650, -4.2840, 0.5729)  0.289
H (3.0591, 0.2440, 0.7679)  0.296
H (3.8690, -0.2779, -0.7309)  0.420
H (3.5564, -1.4227, 0.5814)  0.280
H (0.9475, 1.1919, -1.8852)  -0.043
H (0.4974, -0.1550, -2.9281)  0.266
H (2.1950, 0.3247, -2.7873)  0.393
H (2.3494, -3.3975, -1.1027)  0.253
H (3.0030, -2.4085, -2.4156)  0.330
H (1.3152, -2.9529, -2.4585)  0.238
H (-1.3018, -3.5146, -1.8689)  0.269
H (-1.0730, -2.2433, -3.0642)  0.347
H (-2.7111, -2.6881, -2.5613)  0.362
H (-3.0692, -2.6099, 0.7725)  0.296
H (-3.9585, -1.5262, -0.3119)  0.384
H (-3.1147, -0.8796, 1.1084)  0.256
H (-2.4213, -0.1288, -3.4884)  0.369
H (-3.1163, 2.1954, -4.0817)  0.383
H (-3.0204, 3.9645, -2.3055)  0.419
H (-2.1574, 3.3359, -0.0630)  0.546
C (0.4425, 4.9937, -0.0847)  -1.763
C (0.7691, 3.4940, -0.0855)  1.959
C (2.2792, 3.2957, -0.1757)  -1.562
C (0.1964, 2.8124, 1.1607)  -1.909
H (0.9473, 5.5215, -0.9025)  0.422
H (0.7598, 5.4416, 0.8606)  0.358
H (-0.6321, 5.1672, -0.1836)  0.354
H (0.3271, 3.0655, -0.9940)  -0.273
H (2.7697, 3.7539, 0.6880)  0.448
H (2.6911, 3.7438, -1.0866)  0.377
H (2.5366, 2.2364, -0.1648)  0.081
H (-0.7802, 3.2182, 1.4467)  0.415
H (0.8419, 3.0057, 2.0195)  0.806

LUMO level = 4.369 eV
Frontier orbital gap = 4.80 eV
Charge = -2
HOMO energy = -0.016 Eh

Results for E_tot: -400.773999, -270.258923, -2991.987663 (in Eh, following the order of the records).
Results for energy above the lowest of the compared OMol25 structures with the same formula, charge and spin: 7.519, 0.997, 0.000 (in eV, following the order of the records).